Record 1
Here is a gas-phase ion, C2H2NO2S2 (charge -1) from the OMol25 dataset. Energies are from ωB97M-V/def2-TZVPD.

Values from the calculation:
* LUMO (alpha / beta): 0.0969 / 0.0636 Eh
* total charge: -1
* HOMO-LUMO gap (alpha / beta): 6.60 / 4.97 eV
* multiplicity: 1
* calculated total energy: -1079.00202 Eh

Each line ends with the Mulliken charge.
Cartesian coordinates (Å):
C 0.98019 -0.22696 0.01685  0.63
C -0.12884 -0.28988 1.02839  -0.55
N 0.46395 0.19898 -1.11988  -0.27
O 2.11697 -0.67583 0.17624  -0.64
O -0.68737 2.03013 -2.16890  -0.53
S -0.91705 -1.86482 0.88362  -0.40
S -0.92894 0.62792 -1.68073  0.37
H 0.14166 -0.21916 2.08588  0.25
H -1.04058 0.41963 0.77854  0.14



Record 2
Here is a single CH2ClPS molecule from the OMol25 dataset. Energies are from ωB97M-V/def2-TZVPD.

Values from the calculation:
* LUMO: 0.0014 Eh
* SMILES string: C=P(=S)Cl
* HOMO-LUMO gap: 9.17 eV
* multiplicity: 1
* calculated total energy: -1239.01981 Eh

Each line ends with the Mulliken charge.
Cartesian coordinates (Å):
C 0.37743 -0.00159 -0.07414  -0.65
P 1.99987 0.02616 -0.15752  0.53
S 3.36645 -0.78243 -1.26452  -0.32
Cl 2.68425 1.17211 1.24286  -0.15
H -0.16763 -0.68181 -0.67265  0.28
H -0.09295 0.28448 0.76417  0.31



Record 3
Here is a single C5H10O2 molecule from the OMol25 dataset. Energies are from ωB97M-V/def2-TZVPD.

Values from the calculation:
* LUMO: 0.0364 Eh
* SMILES string: CO[C@H]1C[C@H]1CO
* HOMO-LUMO gap: 10.96 eV
* multiplicity: 1
* calculated total energy: -346.93223 Eh

Each line ends with the Mulliken charge.
Cartesian coordinates (Å):
C -0.95347 -0.33501 1.99245  -0.72
O -0.82442 -0.66901 0.62981  -0.35
C -0.86573 0.40884 -0.25807  -0.04
C 0.08199 1.56470 -0.12069  -0.75
C 0.31046 0.52397 -1.18534  -0.06
C 1.41541 -0.48704 -0.99210  -0.54
O 1.08556 -1.72510 -1.58046  -0.53
H -1.89680 0.18802 2.20236  0.29
H -0.12042 0.29386 2.33555  0.27
H -0.93040 -1.27605 2.54487  0.26
H -1.86371 0.62537 -0.64272  0.39
H -0.26945 2.54905 -0.41881  0.27
H 0.77198 1.57756 0.71917  0.22
H 0.10787 0.78988 -2.21995  0.35
H 2.34058 -0.15156 -1.47796  0.35
H 1.62938 -0.59322 0.08291  0.24
H 0.27063 -2.01401 -1.14407  0.35



Record 4
Here is 2 unconnected molecules or ions with the total composition C3H10N2S from the OMol25 dataset. Energies are from ωB97M-V/def2-TZVPD.

Values from the calculation:
* LUMO: 0.0291 Eh
* SMILES string: C/N=C\N.CS
* HOMO-LUMO gap: 9.97 eV
* multiplicity: 1
* calculated total energy: -627.95787 Eh

Each line ends with the Mulliken charge.
Cartesian coordinates (Å):
C -0.08857 -2.41897 0.93979  -0.80
N -0.53450 0.14259 1.86431  -0.53
C -1.45642 -0.56338 1.01820  0.12
N -1.31089 -1.72458 0.55926  -0.43
H 0.22952 -3.04025 0.09866  0.26
H -0.24808 -3.08187 1.79016  0.30
H 0.74744 -1.75480 1.16592  0.33
H -0.43378 1.07972 1.47989  0.20
H -0.80646 0.22729 2.83631  0.20
H -2.33194 0.04667 0.79588  0.36
C 1.30028 0.69400 -2.28729  -0.76
S 0.73330 1.77742 -0.96458  -0.22
H 0.44347 0.45546 -2.91420  0.26
H 2.01429 1.20178 -2.93658  0.33
H 1.76469 -0.23341 -1.95893  0.26
H 1.92196 2.16241 -0.50703  0.12



Record 5
Here is 2 unconnected molecules or ions with the total composition C4H14N3 from the OMol25 dataset. Energies are from ωB97M-V/def2-TZVPD.

Values from the calculation:
* LUMO: -0.1116 Eh
* total charge: +1
* HOMO-LUMO gap: 11.69 eV
* multiplicity: 1
* calculated total energy: -324.84480 Eh

Each line ends with the Mulliken charge.
Cartesian coordinates (Å):
C -1.10673 -1.21754 -0.86222  -0.89
C -1.60232 0.80632 0.46790  0.78
N -1.33890 0.23413 -0.69217  -0.23
N -2.06333 2.07305 0.43613  -0.45
N -1.55638 0.12704 1.62089  -0.36
H -1.68008 0.67183 -1.53657  0.25
H -1.65228 2.70272 -0.24012  0.25
H -2.41902 2.47819 1.28618  0.23
H -0.79059 -0.52014 1.72987  0.21
H -2.01371 0.44774 2.45661  0.22
H -0.30002 -1.34904 -1.57395  0.31
H -2.00612 -1.66665 -1.28340  0.34
H -0.85504 -1.68999 0.07994  0.35
C 2.84179 -0.63912 -0.81276  -1.08
C 1.99684 -0.14226 0.35579  -0.36
H 3.89518 -0.46194 -0.62159  0.36
H 2.67959 -1.68536 -1.06597  0.30
H 2.67446 -0.04722 -1.71022  0.30
H 0.97350 -0.00725 -0.00501  -0.16
H 2.44722 0.74715 0.79229  0.37
H 1.87593 -0.86168 1.17836  0.26



Record 6
Here is a gas-phase ion, C5H14N (charge +1) from the OMol25 dataset. Energies are from ωB97M-V/def2-TZVPD.

Values from the calculation:
* LUMO: -0.1355 Eh
* SMILES string: CC(C)CC[NH3+]
* total charge: +1
* HOMO-LUMO gap: 10.29 eV
* multiplicity: 1
* calculated total energy: -253.35743 Eh

Each line ends with the Mulliken charge.
Cartesian coordinates (Å):
C -1.40614 -0.41262 -0.53481  -0.62
C -0.34911 0.60619 -0.22179  -0.59
C 1.00642 0.02826 -0.25420  0.44
C 2.01226 1.23879 -0.74680  -1.43
C 1.37215 -0.71461 0.94976  -1.40
N -2.37143 -0.66012 0.63727  -0.24
H -0.80383 -1.38636 -0.72380  0.42
H -2.04535 -0.08292 -1.45327  0.34
H -0.58425 1.13342 0.77539  0.42
H -0.31114 1.42779 -0.99404  0.20
H 1.20142 -0.48807 -1.27359  0.22
H 2.68611 0.93194 -1.51975  0.39
H 2.54660 1.58862 0.11472  0.37
H 1.36644 1.98571 -1.04892  0.41
H 0.89303 -1.70975 1.01891  0.34
H 2.51153 -0.87828 0.87559  0.38
H 1.11012 -0.27750 1.92782  0.34
H -1.99677 -1.25499 1.32607  0.32
H -2.58818 0.25154 1.04814  0.35
H -3.19914 -1.09635 0.31288  0.35



Record 7
Here is a single C3H5ClO molecule from the OMol25 dataset. Energies are from ωB97M-V/def2-TZVPD.

Values from the calculation:
* LUMO: 0.0297 Eh
* SMILES string: O[C@@H]1C[C@H]1Cl
* HOMO-LUMO gap: 10.82 eV
* multiplicity: 1
* calculated total energy: -652.68813 Eh

Each line ends with the Mulliken charge.
Cartesian coordinates (Å):
C -0.66693 0.13710 -0.14848  -0.03
C 0.40224 -0.55902 0.66464  -0.72
C 0.68960 0.01580 -0.67606  -0.06
H -1.52839 1.27098 1.17028  0.34
H -1.30914 -0.47844 -0.68414  0.37
H 0.24410 -1.64610 0.73134  0.24
H 0.83462 -0.01909 1.48633  0.30
H 1.32840 0.92346 -0.72988  0.30
O -1.21663 1.33439 0.20662  -0.53
Cl 1.22214 -0.97908 -2.02066  -0.20



Record 8
Here is 2 unconnected molecules or ions with the total composition C3H11N2O from the OMol25 dataset. Energies are from ωB97M-V/def2-TZVPD.

Values from the calculation:
* LUMO: -0.1043 Eh
* total charge: +1
* HOMO-LUMO gap: 12.28 eV
* multiplicity: 1
* calculated total energy: -305.37404 Eh

Each line ends with the Mulliken charge.
Cartesian coordinates (Å):
C 2.16408 0.06040 0.98948  -0.85
C 0.73221 -1.28610 -0.48780  -1.00
C -2.45129 0.40329 -0.22322  0.20
N -1.35034 0.99350 -0.11192  -0.54
N 1.11981 0.07461 -0.10405  -0.04
O -3.65244 0.85231 -0.32995  -0.40
H 1.85588 0.28235 1.97283  0.30
H 2.73712 -0.87814 0.87222  0.37
H 2.97318 0.79278 0.78997  0.35
H 0.62236 -2.06281 0.30289  0.40
H -0.24468 -1.35481 -1.04180  0.31
H 1.45157 -1.94417 -1.06084  0.39
H -2.41773 -0.70920 -0.09187  0.27
H 0.17598 0.55693 0.16363  0.44
H -1.40693 1.92637 -0.34014  0.10
H 1.41772 0.49751 -1.00175  0.34
H -3.72649 1.79518 -0.29767  0.34



Record 9
Here is a gas-phase ion, C8H14NS (charge +1) from the OMol25 dataset. Energies are from ωB97M-V/def2-TZVPD.

Values from the calculation:
* LUMO: -0.1408 Eh
* total charge: +1
* HOMO-LUMO gap: 8.36 eV
* multiplicity: 1
* calculated total energy: -765.70942 Eh

Each line ends with the Mulliken charge.
Cartesian coordinates (Å):
C -1.64572 0.50760 -0.50034  -0.39
C -0.45761 0.96421 -0.31255  0.30
C 0.58716 -1.25420 1.09511  -0.03
C -1.96944 -0.95391 -0.83538  -0.74
C -0.30395 -2.30811 0.55408  -0.87
C -0.73750 -1.82796 -0.83721  -0.72
C 1.43563 1.97057 -1.35774  -0.87
C 0.99745 2.11429 1.06661  -1.02
N 0.66534 1.52531 -0.19336  0.26
S 1.15966 -1.76426 2.56501  -0.10
H -2.58257 1.05089 -0.62347  0.40
H -2.83733 -1.51586 -0.19365  0.33
H -2.47159 -1.03369 -1.77362  0.47
H 0.16842 -3.29177 0.57655  0.51
H -1.15685 -2.76008 1.07582  0.46
H -1.10514 -2.62117 -1.48311  0.39
H 0.03031 -1.26751 -1.45567  0.30
H 2.43243 1.93304 -1.16045  0.40
H 0.92552 1.62491 -2.28941  0.31
H 1.32560 3.06289 -1.18771  0.36
H 0.42117 1.81150 1.88637  0.42
H 1.96884 1.62551 1.33114  0.37
H 1.07490 3.22320 1.11482  0.33
H 2.07525 -0.81541 2.93815  0.14



Record 10
Here is a molecular structure, C5H7AuCl3NO3SSi from the OMol25 dataset. Energies are from ωB97M-V/def2-TZVPD.

Values from the calculation:
* LUMO: -0.1066 Eh
* HOMO-LUMO gap: 5.89 eV
* multiplicity: 1
* calculated total energy: -2679.29545 Eh

Each line ends with the Mulliken charge.
Cartesian coordinates (Å):
Au 0.60117 -0.98050 -2.30847  0.30
C 0.82100 0.28708 2.16314  -1.14
C -0.23659 -0.12342 1.19868  0.65
C -1.68094 -0.14180 1.57970  -0.95
O 0.15583 -1.03373 0.42118  -0.21
C -0.36259 1.92596 -0.07782  0.75
O -0.59293 2.64074 0.81340  -0.39
O -0.16440 1.47694 -1.12578  -0.22
H 0.83139 -0.48404 2.93641  0.38
H 0.60596 1.24979 2.61830  0.38
H 1.79549 0.31931 1.67324  0.26
H -1.81105 -0.97932 2.26963  0.38
H -2.32729 -0.31355 0.71120  0.16
H -1.98298 0.78010 2.06804  0.38
H -0.60185 -1.53077 -0.03244  0.46
Cl 3.94520 -0.79833 -3.92379  -0.27
Si 2.63047 0.05898 -2.57429  0.36
Cl 2.49949 2.05765 -3.11072  -0.27
Cl 3.68052 0.04479 -0.74843  -0.31
S -4.04068 -1.29719 -1.29259  -0.40
C -2.46208 -1.48468 -1.55962  0.44
N -1.30314 -1.67400 -1.69898  -0.75



Record 11
Here is a molecular structure, C4H9O5S2 from the OMol25 dataset. Energies are from ωB97M-V/def2-TZVPD.

Values from the calculation:
* LUMO: 0.1140 Eh
* total charge: -1
* HOMO-LUMO gap: 8.09 eV
* multiplicity: 1
* calculated total energy: -1330.32693 Eh

Each line ends with the Mulliken charge.
Cartesian coordinates (Å):
C 1.44911 1.00058 -0.13506  -1.50
C 0.62724 -0.86852 1.33015  -1.47
C -1.96872 1.11978 0.72643  -1.26
C 0.65452 -0.23436 0.03171  0.73
O 1.04382 -2.72686 -0.75117  -0.73
O -1.40259 1.20289 -1.78500  -0.64
O -2.56031 -0.84784 -0.84061  -0.63
O 2.14321 -0.84096 -1.98719  -0.72
O -0.28397 -1.18215 -2.02568  -0.69
S -1.51463 0.13066 -0.82755  1.18
S 0.98404 -1.34290 -1.28347  1.32
H 2.32734 0.74972 -0.69442  0.53
H 0.87958 1.71564 -0.89552  0.28
H 1.84548 1.36285 0.79146  0.33
H 1.28255 -1.78557 1.41004  0.35
H -0.36271 -1.44667 1.73038  0.23
H 0.79345 -0.23822 2.10608  0.48
H -2.09891 0.69953 1.64159  0.45
H -1.10262 1.65525 0.78439  0.36
H -2.73590 1.87714 0.67343  0.39



Record 12
Here is a molecular structure, C24H29N7Sn from the OMol25 dataset. Energies are from ωB97M-V/def2-TZVPD.

Values from the calculation:
* LUMO: -0.0173 Eh
* HOMO-LUMO gap: 7.15 eV
* multiplicity: 1
* calculated total energy: -1529.41569 Eh

Each line ends with the Mulliken charge.
Cartesian coordinates (Å):
Sn -1.13796 0.52142 1.06309  0.76
C 0.61064 1.85498 0.55818  1.96
C 1.89291 1.18875 0.07424  -0.16
C 2.57284 0.90231 1.19714  0.89
C 2.01464 1.50488 2.42238  0.18
C 0.83005 2.08132 2.05111  -0.18
C -0.11054 2.83938 2.94627  -1.43
C 2.46124 1.35521 3.80959  -1.75
C 3.75217 -0.10458 1.28796  -1.58
C 2.03637 0.58623 -1.26435  -1.49
C 0.01906 3.02946 -0.18046  -1.19
H -1.07508 2.35626 3.13575  0.29
H -0.37023 3.79391 2.55083  0.31
H 0.28341 2.89797 3.94621  0.35
H 2.02396 0.37227 4.18204  0.24
H 2.15416 2.16991 4.51593  0.43
H 3.54723 1.19656 3.93020  0.42
H 3.34323 -1.10975 1.33154  0.24
H 4.21567 -0.03953 2.29984  0.27
H 4.37751 -0.12604 0.35471  0.35
H 1.09215 0.58225 -1.86000  0.23
H 2.46273 -0.46839 -1.18147  0.30
H 2.71653 1.22205 -1.80624  0.43
H 0.61408 3.90318 0.13855  0.36
H -1.04428 3.23348 0.05852  0.30
H 0.03194 2.83402 -1.29338  0.31
N -2.55999 -1.25535 -1.69040  -0.41
C -1.34694 -1.77761 -2.12830  0.28
N -1.10517 -1.71809 -3.42087  -0.64
C 0.01591 -2.40115 -3.69941  0.53
N 0.34997 -2.22955 -5.03518  -0.43
N 0.87131 -3.09604 -2.91984  -0.69
C 0.45381 -2.97689 -1.61918  -0.11
N -0.54605 -2.22247 -1.14401  -0.32
C 1.23930 -3.70302 -0.54404  0.67
C 0.95214 -3.34668 0.74611  0.01
C 1.62953 -3.99191 1.77823  -0.63
C 2.56327 -4.90899 1.42128  -0.22
C 2.83724 -5.13494 0.08893  -0.22
N 2.23505 -4.53429 -0.87319  -0.50
H -3.09452 -0.64039 -2.29149  0.39
H -2.73177 -0.94325 -0.72024  0.37
H -0.41147 -1.97827 -5.67526  0.27
H 1.15221 -2.77699 -5.31681  0.27
H 0.12460 -2.63027 0.84110  0.41
H 1.44412 -3.79041 2.86792  0.36
H 3.12435 -5.50140 2.19146  0.31
H 3.59712 -5.87714 -0.12397  0.40
N -3.04098 0.40371 0.76679  -0.96
C -3.57808 1.48732 0.09483  -0.36
C -3.38604 2.82348 0.31425  0.09
C -4.02099 3.81441 -0.46797  -0.95
C -4.75726 3.44805 -1.57543  -0.24
C -4.87210 2.11084 -1.92751  -0.97
C -4.32308 1.20101 -1.07144  -0.13
H -2.72817 3.02397 1.20501  0.77
H -3.90299 4.86854 -0.20569  0.37
H -5.16115 4.27188 -2.16896  0.33
H -5.43632 1.80404 -2.79026  0.42
H -4.47389 0.12985 -1.31786  0.81
H -0.42746 -0.52948 2.14320  -0.11



Record-wise ΔE to the lowest compared entry with this formula, charge and spin values, in kJ/mol: 306.5, 65.3, 244.7, 96.5, 52.6, 159.7, 118.6, 206.6, 560.3, 160.4, 304.9, 226.8